Record 1
ORCA calculation (ωB97M-V with the def2-TZVPD basis set) on a structure of composition C35H30AsCl2O4PSm.

Calculated values
- Highest occupied orbital energy (spin up / spin down): -10.46 / -10.46 eV
- Multiplicity: 6
- Total charge: +1

```
74
Properties=species:S:1:pos:R:3:forces:R:3:mulliken_spin:R:1
Sm -0.50570 3.29972 -0.58883 4.0 1.5 -0.5 5.063
Cl 5.82805 7.54548 0.29927 0.0 0.1 0.0 0.000
C 4.56057 6.38924 0.11350 0.0 -0.1 0.0 -0.001
C 4.89517 5.03372 -0.02912 0.0 0.2 0.0 0.001
C 3.91434 4.09199 -0.19642 -0.3 -0.1 0.0 -0.002
Cl 4.32538 2.42374 -0.37712 0.1 -0.1 0.0 0.000
C 2.53750 4.43508 -0.22316 0.5 0.3 0.1 -0.002
O 1.62395 3.54020 -0.42705 1.1 0.2 0.1 -0.011
C 2.23122 5.81074 -0.02400 0.1 -0.4 -0.1 0.002
C 0.87390 6.23358 0.10237 0.0 0.0 0.1 -0.002
O -0.12191 5.49331 0.14928 0.2 0.5 0.0 -0.006
C 3.25090 6.77485 0.11447 -0.1 0.0 0.0 0.001
H 5.93751 4.74607 -0.00682 0.0 -0.1 0.0 0.000
H 0.71413 7.31717 0.18760 0.0 0.0 0.1 0.000
H 2.98185 7.81608 0.24105 0.0 0.0 0.0 0.000
C -4.08794 5.86554 -0.14061 0.0 0.4 0.1 0.001
O -3.85044 4.45660 -0.28435 0.1 -0.1 -0.4 0.000
C -2.65517 4.12197 -0.67116 -1.2 0.2 0.5 -0.014
O -2.44884 2.86142 -0.66950 -4.6 -1.4 0.1 -0.020
H -5.15914 6.01630 -0.22224 0.0 -0.1 0.0 0.000
H -3.56585 6.43140 -0.90932 0.0 -0.1 0.0 0.001
H -3.74790 6.18982 0.84148 0.0 -0.1 0.0 0.000
C -1.63282 -0.62022 0.26884 0.1 0.2 -0.1 -0.001
C -1.40089 -1.92296 -0.48336 -0.2 0.0 0.1 0.000
As -2.81727 -3.24247 0.00316 0.2 0.0 0.0 0.000
C -2.26315 -3.35826 1.88073 0.0 0.0 0.0 0.000
C -0.95249 -3.66481 2.24032 0.0 0.0 -0.1 0.000
C -0.56967 -3.66937 3.57194 0.0 0.0 0.0 0.000
C -1.49876 -3.37284 4.56193 0.0 0.0 0.0 0.000
C -2.80887 -3.07966 4.21663 0.0 0.0 0.1 0.000
C -3.18734 -3.07062 2.88024 -0.1 0.0 -0.1 0.000
C -1.87291 -4.83116 -0.64204 0.0 0.0 0.0 0.000
C -2.04495 -6.03648 0.03557 -0.1 0.1 0.0 0.000
C -1.41926 -7.19114 -0.40606 0.0 0.0 0.0 0.000
C -0.61700 -7.15796 -1.53849 0.0 0.0 0.0 0.000
C -0.45120 -5.96706 -2.22859 0.0 0.0 0.0 0.000
C -1.07950 -4.81178 -1.78459 -0.1 0.1 0.0 0.000
P -0.25246 0.61034 0.15161 0.0 -1.4 -0.3 0.007
C 1.17915 -0.37823 0.68156 0.0 0.3 0.1 -0.003
C 1.45048 -0.36080 2.04933 0.0 0.1 -0.1 -0.001
C 2.44821 -1.16687 2.57277 0.0 0.0 0.0 0.000
C 3.18708 -1.98316 1.72915 0.0 0.0 0.0 0.000
C 2.92750 -1.99676 0.36564 0.0 0.0 0.0 0.000
C 1.92384 -1.19913 -0.16231 0.0 0.0 0.1 0.000
C -0.04948 0.83202 -1.68334 0.1 -0.2 0.2 -0.002
C 1.19600 1.25061 -2.18146 -0.1 -0.3 -0.1 -0.004
C 1.34858 1.54631 -3.52856 0.0 0.0 0.0 0.000
C 0.27120 1.42720 -4.39646 0.0 0.0 0.0 -0.002
C -0.96614 1.02373 -3.91363 -0.1 0.1 0.0 0.001
C -1.13760 0.75008 -2.56363 0.1 -0.1 0.0 -0.003
H -1.73710 -0.81957 1.33983 0.0 0.1 0.0 0.000
H -2.55079 -0.11798 -0.04805 0.0 0.0 0.1 0.000
H -0.44021 -2.35715 -0.21741 0.1 -0.1 0.0 0.000
H -1.42095 -1.76872 -1.56148 0.0 0.0 0.0 0.000
H -0.22965 -3.92094 1.47237 0.0 0.0 0.0 0.000
H 0.45185 -3.91392 3.83509 0.0 0.0 0.0 0.000
H -1.19937 -3.37752 5.60223 0.0 0.0 0.0 0.000
H -3.53745 -2.86406 4.98745 0.0 0.0 0.0 0.000
H -4.21208 -2.84242 2.60879 0.0 0.0 0.0 0.000
H -2.66825 -6.06455 0.92246 0.0 -0.1 0.0 0.000
H -1.55797 -8.11859 0.13445 0.0 0.0 0.0 0.000
H -0.12331 -8.05802 -1.88081 0.0 0.0 0.0 0.000
H 0.16673 -5.93720 -3.11719 0.0 0.0 0.0 0.000
H -0.94803 -3.89015 -2.34060 0.0 0.0 0.0 0.000
H 0.87005 0.28519 2.69895 0.0 0.0 0.1 0.001
H 2.65218 -1.15760 3.63531 0.0 0.0 0.0 0.000
H 3.97107 -2.60860 2.13579 0.0 0.0 0.0 0.000
H 3.50410 -2.63919 -0.28709 0.0 0.0 0.0 0.000
H 1.71880 -1.22412 -1.22451 0.0 0.0 0.0 0.000
H 2.04964 1.29489 -1.51982 0.0 0.1 0.0 -0.001
H 2.31500 1.85834 -3.90341 0.0 0.0 0.0 0.000
H 0.39698 1.63705 -5.45037 0.0 0.0 0.0 0.000
H -1.80292 0.91466 -4.59102 0.0 0.0 0.0 0.000
H -2.11014 0.43760 -2.20712 0.0 0.0 0.0 -0.001
```
Forces are in eV/Å.

Record 2
ORCA calculation (ωB97M-V with the def2-TZVPD basis set) on a structure of composition C35H30AsMnN4O7SSe.

Calculated values
- Highest occupied orbital energy (spin up / spin down): -10.22 / -10.22 eV
- Multiplicity: 4
- Total charge: +1

```
80
Properties=species:S:1:pos:R:3:forces:R:3:mulliken_spin:R:1
Mn 1.50567 1.59428 -0.60786 0.9 -0.7 -0.5 2.169
O 3.82000 3.98422 0.53767 0.0 0.0 -0.1 0.006
As 4.43522 2.74093 -0.55237 0.5 -0.1 0.7 0.005
O 5.94431 2.34777 -0.10494 -0.2 0.0 -0.3 -0.002
O 3.30052 1.46557 -0.31689 0.1 0.2 -0.1 0.016
C 4.38406 3.58508 -2.29077 -0.4 -0.1 -0.1 0.010
C 5.60135 4.12034 -2.67403 -0.1 0.0 -0.1 -0.002
C 5.68349 4.86707 -3.84642 0.0 0.0 -0.1 0.001
C 4.56299 5.08405 -4.63075 0.1 0.1 0.0 0.000
C 3.33945 4.53433 -4.27320 -0.1 -0.2 0.1 0.002
C 3.26501 3.78101 -3.11450 0.4 0.0 0.2 0.007
S 1.73316 3.08655 -2.65808 -0.2 0.2 -0.2 -0.019
O 0.69483 3.56092 -3.50852 0.1 0.1 -0.1 -0.004
O 1.88026 1.60014 -2.58897 -0.3 0.2 -0.1 -0.005
O 1.56646 3.45054 -1.19246 -0.2 0.1 -0.3 0.007
H 4.54199 4.15063 1.16199 0.0 0.0 0.0 0.001
H 6.46789 3.94607 -2.05063 0.1 0.0 0.0 0.000
H 6.63611 5.28568 -4.14294 0.0 0.0 0.0 0.000
H 4.63683 5.68416 -5.52806 0.0 0.0 0.0 0.000
H 2.45091 4.67807 -4.87491 0.1 0.0 0.0 0.000
C -8.54752 -7.55989 -1.52228 0.1 0.0 0.0 0.000
O -7.14716 -7.80281 -1.45744 -0.1 0.0 0.0 0.000
C -6.32206 -6.73861 -1.42635 -0.1 0.0 0.0 0.000
C -6.74876 -5.41446 -1.44063 0.0 0.1 0.0 0.000
C -5.80709 -4.39499 -1.40156 -0.1 0.0 0.0 0.000
C -4.44791 -4.66954 -1.34955 0.1 0.1 0.0 0.000
C -4.03516 -6.00561 -1.33449 0.1 0.0 0.0 0.000
C -4.95634 -7.02528 -1.37377 0.1 0.0 0.0 0.000
C -3.43574 -3.61101 -1.27963 0.0 0.0 0.0 0.000
N -2.14525 -3.80267 -1.11064 0.1 0.0 0.0 0.000
C -1.59542 -2.55166 -1.06946 0.3 -0.2 0.1 -0.001
C -2.55379 -1.57940 -1.21606 -0.3 0.1 0.0 0.001
N -3.73185 -2.27447 -1.35216 -0.1 0.1 -0.1 0.000
C -2.26395 -0.18110 -1.20873 -0.1 0.0 0.0 -0.012
C -3.16201 0.87568 -1.43518 -0.1 -0.1 0.0 0.011
C -2.70917 2.16958 -1.41216 0.0 0.1 0.0 -0.015
C -1.36017 2.42273 -1.15719 0.0 0.0 0.0 0.027
N -0.50164 1.44030 -0.94225 -0.1 0.0 -0.1 -0.029
C -0.92765 0.15557 -0.97249 0.1 0.1 0.1 -0.011
C 0.08329 -0.84975 -0.78376 0.0 0.1 0.0 -0.003
N 1.33966 -0.39694 -0.55497 -0.2 -0.1 -0.1 -0.026
C 2.33199 -1.26435 -0.51223 0.1 -0.1 0.1 -0.005
C 2.11803 -2.64088 -0.63810 0.0 0.0 0.0 0.000
C 0.84366 -3.11987 -0.79876 -0.1 -0.1 0.0 -0.005
C -0.21687 -2.20461 -0.87894 -0.1 -0.2 0.0 0.008
H -9.01955 -8.53540 -1.55826 0.0 0.0 0.0 0.000
H -8.80817 -6.99832 -2.42111 0.0 0.0 0.0 0.000
H -8.89419 -7.02200 -0.63811 0.0 0.0 0.0 0.000
H -7.79927 -5.16722 -1.47582 0.0 0.0 0.0 0.000
H -6.16882 -3.37162 -1.40465 0.0 -0.1 0.0 0.000
H -2.97549 -6.22291 -1.28984 -0.1 0.0 0.0 0.000
H -4.64775 -8.06288 -1.36395 0.0 0.0 0.0 0.000
H -4.64775 -1.88539 -1.48877 0.0 0.0 0.0 0.000
H -4.20684 0.67214 -1.63971 0.0 0.0 0.0 0.000
H -3.37545 3.00044 -1.59790 0.0 0.0 0.0 0.000
H -0.96836 3.43046 -1.13126 0.0 0.0 0.0 -0.004
H 3.31906 -0.85501 -0.35695 0.1 0.1 0.0 0.000
H 2.96876 -3.30643 -0.60420 0.0 0.0 0.0 0.000
H 0.63506 -4.17938 -0.88105 0.0 0.0 0.0 0.000
C 3.00082 1.64717 7.20577 0.0 0.0 -0.1 -0.006
C 2.54162 1.81603 5.78604 0.0 0.0 0.1 0.100
C 2.68763 0.79344 4.85599 0.0 0.0 0.0 -0.029
C 2.27283 0.92842 3.54187 0.0 0.1 0.1 0.044
C 2.45554 -0.22768 2.60965 -0.1 0.0 0.1 0.011
C 1.66696 2.15053 3.15960 0.2 -0.2 -0.2 0.027
Se 0.94788 2.50672 1.47846 -0.5 0.2 0.9 0.635
C 1.51385 3.21245 4.08703 -0.1 0.1 0.1 0.060
C 0.90679 4.54111 3.70680 0.1 -0.1 0.0 0.014
C 1.95611 3.01443 5.37736 0.0 0.1 0.1 -0.023
H 3.50811 0.69568 7.35383 0.0 0.0 0.0 -0.001
H 2.14961 1.69357 7.88848 0.0 0.0 0.0 0.010
H 3.68279 2.45139 7.48736 0.0 0.0 0.0 0.008
H 3.14803 -0.13951 5.16374 0.0 0.0 0.0 0.001
H 3.06647 -1.00032 3.07596 -0.1 0.0 0.0 0.000
H 2.94215 0.09261 1.69697 0.1 0.1 -0.2 0.003
H 1.48904 -0.66510 2.35050 0.0 0.0 -0.1 0.007
H 1.48174 5.02154 2.91302 0.0 0.0 0.0 -0.001
H 0.88333 5.20731 4.56677 0.0 0.0 0.0 0.001
H -0.11219 4.41952 3.33638 0.0 0.0 0.0 0.008
H 1.84803 3.82081 6.09545 0.0 0.0 0.0 0.001
```
Forces are in eV/Å.

Record 3
ORCA calculation (ωB97M-V with the def2-TZVPD basis set) on a structure of composition C35H30AuN4P2S.

Calculated values
- Highest occupied orbital energy: -10.40 eV
- Energy above the lowest of the compared OMol25 structures with the same formula, charge and spin: 2.9097 eV
- Total charge: +1

```
73
Properties=species:S:1:pos:R:3:forces:R:3:mulliken_charge:R:1
Au -0.32693 -0.15975 -1.45821 0.2 -0.5 -0.4 0.225
C 2.50797 0.92996 1.83475 0.0 -0.1 0.0 -0.847
N 1.54512 0.31703 0.91390 -0.2 0.1 -0.2 0.100
P 1.76661 0.34719 -0.76055 0.4 0.1 0.4 0.953
C 3.34796 -0.47682 -1.06625 -0.3 0.0 -0.2 0.744
C 4.55465 0.17321 -0.80053 0.0 -0.1 0.0 -0.282
C 5.74930 -0.51976 -0.91020 0.0 0.1 0.0 -0.936
C 5.75085 -1.85020 -1.30654 0.0 0.0 0.0 -0.515
C 4.55645 -2.48655 -1.60957 0.0 -0.1 0.0 -0.756
C 3.35586 -1.80391 -1.49153 0.0 0.1 0.0 -0.607
C 1.97895 2.05352 -1.31285 -0.1 0.0 -0.2 1.059
C 1.01065 3.03987 -0.73505 -0.1 -0.1 0.0 -1.583
C 0.08695 3.86082 -2.90402 -0.7 -0.4 0.6 -0.082
C 1.35281 4.18767 -3.42604 0.6 0.0 0.0 -0.540
C 2.55310 3.56415 -3.17530 -0.3 0.4 -0.3 -1.175
C 2.73606 2.39675 -2.38904 0.0 -0.3 0.5 -0.170
P -0.14707 0.16483 1.40467 0.2 -0.3 0.5 0.526
C -0.42346 -1.65255 1.28235 0.0 0.1 0.0 0.463
C 0.55226 -2.59570 0.97557 -0.1 0.1 0.1 -0.155
C 0.22442 -3.94259 0.90579 0.0 -0.1 0.0 -0.850
C -1.07705 -4.35901 1.14596 0.0 0.0 0.0 -0.625
C -2.05330 -3.42545 1.46522 -0.1 0.0 0.0 -0.692
C -1.72898 -2.07981 1.52577 0.0 0.1 0.0 -0.625
C -0.01160 0.28216 3.23096 -0.1 0.1 -0.1 0.019
C -0.58994 1.39731 3.83315 0.1 0.0 -0.1 -0.515
C -0.62299 1.51221 5.21614 0.0 0.0 0.0 -0.619
C -0.08639 0.50556 6.00244 0.0 0.0 0.0 -0.485
C 0.49331 -0.60938 5.40899 0.1 -0.1 0.0 -0.738
C 0.53005 -0.72533 4.02980 0.0 0.1 0.0 -0.190
H 3.47955 1.00443 1.35569 0.0 0.0 0.0 0.318
H 2.61892 0.30805 2.72055 0.0 0.1 0.0 0.294
H 2.19829 1.93110 2.14743 0.0 0.0 0.0 0.358
H 4.55819 1.22324 -0.53883 0.0 0.0 0.1 0.471
H 6.68002 -0.01562 -0.68520 0.0 0.0 0.0 0.417
H 6.68784 -2.38257 -1.40058 0.0 0.0 0.0 0.411
H 4.55884 -3.51685 -1.94052 0.0 0.0 0.0 0.433
H 2.41982 -2.28738 -1.74512 0.0 -0.1 0.1 0.388
H 0.61746 2.70718 0.22497 0.0 0.1 0.0 -0.146
H -0.78229 4.07579 -3.51385 0.0 0.0 -0.1 0.438
H 1.35001 4.90422 -4.23977 0.0 0.1 0.1 0.374
H 3.39030 3.86534 -3.79365 0.0 0.0 0.0 0.360
H 3.52164 1.71700 -2.70386 -0.1 0.0 -0.1 0.450
H 1.57507 -2.28197 0.82354 0.1 0.1 -0.1 0.632
H 0.99228 -4.67159 0.67754 0.0 0.0 0.0 0.465
H -1.32773 -5.41081 1.09632 0.0 0.0 0.0 0.421
H -3.06786 -3.74757 1.66157 0.0 0.0 0.0 0.475
H -2.48808 -1.34675 1.78328 0.0 0.0 0.0 0.408
H -1.01905 2.17376 3.20977 0.0 0.0 0.0 0.357
H -1.07587 2.38025 5.67722 0.0 0.0 0.0 0.406
H -0.12113 0.58480 7.08111 0.0 0.0 0.0 0.400
H 0.90697 -1.39722 6.02538 0.0 0.0 0.0 0.421
H 0.97513 -1.59997 3.57140 0.0 0.0 0.0 0.429
N -4.39795 0.77851 -1.46848 0.0 0.2 0.0 -0.011
C -4.61936 -0.57950 -1.57819 0.3 -0.2 -0.1 0.586
C -5.77566 -1.35055 -1.54448 -0.1 0.0 0.0 -0.969
C -5.60959 -2.70996 -1.71152 -0.1 0.1 0.0 -0.520
C -4.34105 -3.28217 -1.89929 0.1 -0.1 0.0 -0.651
C -3.19575 -2.51705 -1.92851 0.0 0.0 0.1 -0.546
C -3.35021 -1.14333 -1.76552 -0.3 0.0 0.0 0.307
N -2.41369 -0.13037 -1.76451 0.0 0.4 0.0 -0.394
C -3.06700 1.00931 -1.58266 -0.2 -0.6 0.0 0.123
C -2.43380 2.33899 -1.57403 1.2 0.1 0.2 0.518
C -3.28548 3.52149 -1.44547 0.0 1.0 0.0 -0.342
S -2.79823 5.06685 -1.38706 -0.2 -0.6 -0.1 -0.159
C -0.12304 3.16536 -1.73352 0.8 0.7 -0.3 0.102
N -1.14566 2.32041 -1.54142 -1.6 -0.2 -0.2 0.095
H -5.10457 1.47329 -1.30146 0.0 0.0 0.0 0.242
H -6.75064 -0.90857 -1.38872 0.0 0.0 0.0 0.421
H -6.47876 -3.35344 -1.70364 0.0 0.0 0.0 0.417
H -4.27110 -4.35439 -2.02643 0.0 0.0 0.0 0.442
H -2.21280 -2.95034 -2.06046 0.0 0.0 0.0 0.420
H -4.34696 3.32939 -1.30254 0.0 -0.1 0.0 0.212
H 1.48733 4.01378 -0.61630 0.0 0.0 0.0 0.626
```
Forces are in eV/Å.

Number 1: F_max 4.84 eV/Å. Number 2: F_max 1.26 eV/Å. Number 3: F_max 1.59 eV/Å.